(1)
Formula: C15H37FN4O2
Source: the Open Molecules 2025 dataset
Level of theory: ωB97M-V/def2-TZVPD

Calculated values
frontier orbital gap	8.9	eV
E_HOMO	-8.151	eV
SMILES string	NC[C@](N)(F)OC=O.CCN(CC)CC.CCN(CC)CC

ORCA input file:
```
! RIJCOSX wB97M-V def2-TZVPD def2/J DEFGRID3
* xyz 0 1
N 0.056 1.037 0.568
C -1.211 1.622 0.995
C -1.594 2.904 0.267
N -2.680 3.559 0.881
F -1.900 2.586 -1.049
O -0.478 3.775 0.071
C 0.332 4.079 1.121
O -0.024 4.497 2.176
H 0.429 1.549 -0.228
H 0.745 1.165 1.301
H -1.196 1.837 2.067
H -2.026 0.914 0.809
H -3.220 2.917 1.449
H -3.298 3.956 0.180
H 1.384 3.889 0.857
C 3.888 -0.587 -2.239
C 2.560 -0.202 -2.872
N 2.365 1.236 -2.955
C 0.998 1.616 -3.270
C 0.421 1.230 -4.636
C 3.409 1.976 -3.647
C 3.725 1.581 -5.095
H 4.006 -0.102 -1.269
H 3.928 -1.667 -2.092
H 4.738 -0.312 -2.865
H 1.747 -0.594 -2.253
H 2.473 -0.706 -3.848
H 0.913 2.699 -3.142
H 0.363 1.174 -2.495
H 0.825 1.843 -5.441
H -0.661 1.376 -4.626
H 0.610 0.182 -4.875
H 4.327 1.890 -3.061
H 3.135 3.033 -3.608
H 3.808 0.498 -5.207
H 4.681 2.014 -5.395
H 2.970 1.934 -5.797
C -4.272 -2.733 2.616
C -2.824 -2.952 2.209
N -1.908 -2.013 2.836
C -0.583 -2.011 2.238
C 0.271 -3.278 2.355
C -1.955 -1.965 4.290
C -1.703 -3.268 5.059
H -4.568 -1.697 2.442
H -4.924 -3.380 2.028
H -4.445 -2.966 3.667
H -2.732 -2.806 1.129
H -2.558 -4.005 2.399
H -0.030 -1.168 2.663
H -0.709 -1.771 1.179
H 0.663 -3.422 3.362
H 1.126 -3.202 1.680
H -0.289 -4.172 2.076
H -2.934 -1.579 4.583
H -1.235 -1.207 4.610
H -2.264 -4.101 4.632
H -2.028 -3.152 6.095
H -0.650 -3.546 5.075
*
```


(2)
Formula: C15H39Cl2N7O14
Source: the Open Molecules 2025 dataset
Level of theory: ωB97M-V/def2-TZVPD

Calculated values
frontier orbital gap	9.0	eV
E_HOMO	-10.251	eV
SMILES string	C[N+](=O)[O-].C[N+](=O)[O-].C[N+](=O)[O-].C[N+](=O)[O-].C[N+](=O)[O-].C[N+](=O)[O-].C[N+](=O)[O-].CCCCCC.ClCCCl

ORCA input file:
```
! RIJCOSX wB97M-V def2-TZVPD def2/J DEFGRID3
* xyz 0 1
C 3.832 -1.715 0.483
N 2.971 -2.852 0.811
O 3.481 -3.848 1.253
O 1.780 -2.690 0.666
H 3.367 -1.192 -0.352
H 4.834 -1.979 0.166
H 3.784 -1.026 1.324
C -0.887 4.062 2.177
N -1.035 3.765 0.710
O -2.154 3.842 0.245
O -0.047 3.411 0.111
H 0.182 4.052 2.363
H -1.424 3.283 2.707
H -1.288 5.060 2.321
C 0.197 -4.112 -5.311
N 0.594 -5.489 -5.685
O 1.763 -5.708 -5.920
O -0.306 -6.301 -5.780
H -0.252 -3.601 -6.158
H 1.083 -3.588 -4.980
H -0.531 -4.211 -4.513
C -3.361 2.457 -1.007
N -2.462 1.334 -0.596
O -1.581 1.604 0.189
O -2.606 0.257 -1.122
H -2.765 3.018 -1.723
H -3.513 3.032 -0.100
H -4.287 2.032 -1.372
C 0.609 -5.364 -0.319
N 0.855 -5.231 -1.794
O 0.872 -6.238 -2.451
O 1.037 -4.095 -2.204
H 1.455 -5.915 0.085
H -0.328 -5.899 -0.197
H 0.551 -4.392 0.155
C -2.525 -1.576 -3.906
N -3.061 -2.571 -4.882
O -3.935 -3.337 -4.534
O -2.639 -2.472 -6.024
H -2.765 -0.601 -4.318
H -1.456 -1.761 -3.853
H -3.051 -1.688 -2.965
C -1.492 4.456 -2.989
N -2.251 3.188 -2.995
O -3.449 3.235 -2.901
O -1.609 2.175 -3.118
H -2.056 5.286 -3.395
H -0.549 4.296 -3.499
H -1.271 4.666 -1.943
C 1.070 0.477 2.149
C 1.153 0.323 3.673
C 1.207 1.627 4.463
C 1.060 1.442 5.975
C 0.845 2.761 6.708
C 1.019 2.589 8.225
H 0.995 -0.418 1.539
H 1.941 1.053 1.805
H 0.247 1.143 1.867
H 0.284 -0.278 3.955
H 2.044 -0.276 3.887
H 0.361 2.209 4.072
H 2.114 2.184 4.219
H 0.226 0.761 6.159
H 1.955 0.928 6.342
H 1.533 3.525 6.347
H -0.189 3.050 6.504
H 0.496 3.350 8.805
H 0.664 1.620 8.580
H 2.077 2.637 8.490
Cl 2.528 1.216 -1.628
C 0.826 0.744 -1.791
C 0.621 -0.681 -2.248
Cl 1.087 -1.001 -3.960
H 0.329 1.470 -2.426
H 0.419 0.754 -0.779
H -0.436 -0.919 -2.165
H 1.213 -1.348 -1.628
*
```


(3)
Formula: C15H39ClI2P3Sc
Source: the Open Molecules 2025 dataset
Level of theory: ωB97M-V/def2-TZVPD

Calculated values
frontier orbital gap (alpha / beta)	5.0 / 4.7	eV
ΔE to the lowest compared entry with this formula, charge and spin	29.50	kcal/mol
E_HOMO (alpha / beta)	-15.270 / -15.192	eV

ORCA input file:
```
! RIJCOSX wB97M-V def2-TZVPD def2/J DEFGRID3
* xyz 2 1
I -0.157 2.720 -1.935
I -0.157 -2.739 -1.752
Sc -0.157 -0.016 -2.000
P -2.529 -0.022 -2.225
C -3.431 0.045 -0.639
C -3.196 1.366 -3.202
H -4.248 1.172 -3.437
H -4.258 -1.298 -3.334
H -2.613 1.447 -4.123
H -2.628 -1.629 -4.005
H -3.147 0.957 -0.106
H -3.099 2.298 -2.643
C -3.206 -1.477 -3.090
H -4.513 0.041 -0.804
H -3.108 -2.365 -2.463
H -3.152 -0.822 -0.033
P 2.215 -0.008 -2.226
C 3.117 0.068 -0.640
C 2.902 -1.460 -3.089
H 2.284 1.465 -4.121
H 3.924 1.190 -3.447
H 2.780 2.313 -2.642
C 2.874 1.383 -3.205
H 2.331 -1.612 -4.008
H 3.955 -1.278 -3.325
H 4.199 0.072 -0.805
H 2.844 -0.798 -0.031
H 2.802 -2.350 -2.465
H 2.826 0.980 -0.110
Cl -0.159 -0.108 -4.408
C 0.653 -2.702 1.369
C -0.366 -1.555 1.587
C -0.886 -1.744 3.025
P 0.319 0.090 0.937
C -0.935 1.432 1.105
C -2.064 1.222 2.131
C -0.303 2.830 1.317
C 1.532 0.427 2.420
C 0.939 0.829 3.804
C 2.680 -0.555 2.749
H 1.395 -2.799 2.168
H 1.265 -2.573 0.467
H 0.128 -3.680 1.349
H -1.229 -1.727 0.914
H -0.057 -1.841 3.747
H -1.608 -0.997 3.371
H -1.407 -2.724 3.084
H -1.319 1.467 0.109
H -1.721 1.223 3.176
H -2.807 2.043 2.039
H -2.604 0.276 1.943
H -1.065 3.614 1.113
H 0.058 3.033 2.332
H 0.575 2.997 0.673
H 2.035 1.355 2.078
H 0.470 0.022 4.373
H 1.759 1.197 4.458
H 0.234 1.655 3.798
H 3.302 -0.890 1.917
H 3.401 -0.043 3.426
H 2.329 -1.416 3.339
*
```


(4)
Formula: C15H39CrFN3O11P2
Source: the Open Molecules 2025 dataset
Level of theory: ωB97M-V/def2-TZVPD

Calculated values
frontier orbital gap (alpha / beta)	7.2 / 7.4	eV
E_HOMO (alpha / beta)	-11.095 / -11.095	eV

ORCA input file:
```
! RIJCOSX wB97M-V def2-TZVPD def2/J DEFGRID3
* xyz 1 5
Cr 1.174 -1.081 -0.813
F -0.109 0.587 -0.743
C -3.332 -0.853 -1.785
C -3.887 -0.019 -0.617
O -5.090 0.000 -0.349
N -2.944 0.643 0.060
C -3.220 1.760 0.897
H -3.807 -0.769 -2.763
H -3.352 -1.898 -1.476
H -2.260 -0.696 -1.901
H -1.980 0.391 -0.110
H -4.236 1.940 0.544
H -2.399 2.454 0.716
H -3.458 1.675 1.957
C 4.285 1.318 -3.199
C 2.834 1.029 -2.713
O 2.667 0.161 -1.834
N 1.789 1.577 -3.318
C 1.853 2.865 -3.998
H 4.604 2.315 -2.896
H 4.464 1.164 -4.264
H 4.939 0.643 -2.647
H 0.910 1.323 -2.891
H 1.108 2.829 -4.793
H 2.828 3.016 -4.462
H 1.402 3.707 -3.473
C 0.415 3.816 -0.703
C -0.705 4.177 -1.667
O -0.684 5.289 -2.159
N -1.588 3.238 -1.962
C -2.658 3.441 -2.945
H -0.001 3.565 0.272
H 0.867 4.779 -0.468
H 1.055 2.997 -1.033
H -1.603 2.271 -1.670
H -3.613 3.799 -2.561
H -2.973 2.494 -3.385
H -2.287 4.095 -3.734
C -0.171 0.742 3.115
O 1.145 1.193 2.911
P 2.215 0.162 2.348
O 1.897 -0.565 1.096
O 3.503 1.146 2.091
C 4.554 0.717 1.227
O 2.610 -0.759 3.642
C 2.757 -0.165 4.979
H -0.100 -0.066 3.843
H -0.742 0.251 2.327
H -0.831 1.522 3.495
H 4.573 -0.334 0.940
H 5.485 0.934 1.751
H 4.431 1.320 0.327
H 3.699 -0.473 5.435
H 2.047 -0.551 5.711
H 2.589 0.911 4.948
C -3.561 -4.576 0.794
O -2.862 -3.361 0.540
P -1.168 -3.336 0.647
O -0.621 -2.040 0.234
O -0.941 -3.707 2.231
C 0.379 -3.749 2.774
O -0.719 -4.547 -0.342
C -0.645 -5.896 0.032
H -3.458 -5.348 0.031
H -4.531 -4.234 1.157
H -3.050 -4.932 1.688
H 0.485 -4.718 3.262
H 0.689 -2.888 3.365
H 1.037 -3.843 1.910
H -0.780 -6.525 -0.848
H -1.291 -6.229 0.844
H 0.368 -6.097 0.383
*
```


(5)
Formula: C15H39IN3O4
Source: the Open Molecules 2025 dataset
Level of theory: ωB97M-V/def2-TZVPD

Calculated values
frontier orbital gap	6.3	eV
ΔE to the lowest compared entry with this formula, charge and spin	106.03	kcal/mol
E_HOMO	-12.165	eV

ORCA input file:
```
! RIJCOSX wB97M-V def2-TZVPD def2/J DEFGRID3
* xyz 1 1
C 1.405 -0.853 0.430
C 1.537 -0.810 -1.217
I 3.528 0.122 -1.604
C 0.450 0.167 -1.959
C -1.074 -0.426 -2.053
C -1.582 -1.588 -1.015
N -2.519 -0.846 -0.051
C -2.373 -1.590 1.262
C -2.013 0.588 -0.093
N -1.690 1.448 0.938
N -1.902 0.801 -1.617
H 1.114 -1.980 0.694
H 2.379 -0.538 0.998
H 0.511 -0.196 0.822
H 1.592 -1.881 -1.713
H 0.828 0.285 -3.086
H 0.468 1.263 -1.515
H -1.532 -0.724 -3.089
H -0.797 -2.295 -0.493
H -2.330 -2.267 -1.607
H -3.253 -1.294 1.976
H -1.305 -1.477 1.762
H -2.489 -2.751 1.021
H -2.364 2.220 1.189
H -0.811 1.391 1.518
H -2.899 0.773 -1.930
C 7.474 1.209 -0.392
C 7.151 1.167 1.087
O 5.914 1.821 1.331
H 7.532 2.244 -0.744
H 8.427 0.712 -0.597
H 6.688 0.717 -0.975
H 7.927 1.678 1.663
H 7.079 0.135 1.444
H 5.230 1.355 0.822
C -5.214 -3.818 -1.546
C -4.494 -5.024 -2.115
O -3.221 -5.162 -1.501
H -4.628 -2.908 -1.709
H -6.196 -3.695 -2.012
H -5.348 -3.922 -0.464
H -4.343 -4.906 -3.192
H -5.067 -5.940 -1.944
H -3.366 -5.274 -0.546
C -5.137 3.371 -1.523
C -4.601 3.885 -2.843
O -3.288 4.396 -2.668
H -5.152 4.172 -0.776
H -6.151 2.978 -1.640
H -4.495 2.579 -1.126
H -5.234 4.692 -3.225
H -4.571 3.086 -3.591
H -2.733 3.669 -2.337
C 4.184 1.713 5.201
C 4.058 0.336 4.581
O 3.515 0.441 3.273
H 3.207 2.204 5.248
H 4.597 1.649 6.211
H 4.833 2.353 4.594
H 3.392 -0.293 5.178
H 5.033 -0.156 4.518
H 4.119 0.995 2.749
*
```


(6)
Formula: C15H39N2O2P2
Source: the Open Molecules 2025 dataset
Level of theory: ωB97M-V/def2-TZVPD

Calculated values
frontier orbital gap	7.4	eV
ΔE to the lowest compared entry with this formula, charge and spin	110.96	kcal/mol
E_HOMO	-10.777	eV

ORCA input file:
```
! RIJCOSX wB97M-V def2-TZVPD def2/J DEFGRID3
* xyz 1 1
C -5.371 0.850 1.012
C -4.934 2.164 0.073
C -3.996 1.781 -1.202
C -2.380 1.805 -0.957
C -1.803 3.257 -0.366
P -1.661 0.272 -0.066
P -2.650 -1.593 -0.776
N -3.067 -1.467 -2.369
C -1.492 0.378 1.812
C -2.433 1.432 2.608
C -1.867 -1.135 2.419
C -0.707 -2.257 2.130
H -6.495 0.561 0.870
H -5.161 1.048 2.170
H -4.723 -0.079 0.722
H -5.971 2.550 -0.377
H -4.550 3.031 0.756
H -4.241 2.538 -2.079
H -4.359 0.719 -1.600
H -1.904 1.759 -2.055
H -1.587 3.956 -1.309
H -2.584 3.834 0.285
H -0.773 3.132 0.193
H -0.291 0.140 -0.589
H -1.671 -2.646 -0.657
H -3.779 -1.924 0.055
H -2.803 -0.509 -2.687
H -0.344 0.541 2.085
H -1.749 1.959 3.432
H -3.258 0.847 3.235
H -2.913 2.293 1.988
H -2.959 -1.465 2.097
H -1.934 -0.968 3.599
H 0.155 -1.875 1.438
H -1.268 -3.218 1.700
H -0.281 -2.575 3.199
C 2.638 1.645 -1.177
O 2.203 0.312 -0.945
C 2.282 -0.515 -2.113
C 3.358 -1.598 -1.929
N 4.704 -1.012 -1.939
C 5.751 -1.947 -1.515
C 5.700 -2.451 -0.059
O 5.944 -1.432 0.913
C 4.792 -0.694 1.294
H 2.424 2.234 -0.281
H 3.716 1.674 -1.356
H 2.105 2.090 -2.022
H 2.456 0.072 -3.026
H 1.310 -1.005 -2.216
H 3.277 -2.328 -2.741
H 3.157 -2.108 -0.982
H 4.720 -0.210 -1.313
H 6.707 -1.429 -1.659
H 5.758 -2.808 -2.195
H 6.517 -3.173 0.060
H 4.781 -3.001 0.168
H 3.876 -1.293 1.252
H 4.695 0.196 0.667
H 4.931 -0.351 2.322
*
```


(7)
Formula: C15H39NO10P2
Source: the Open Molecules 2025 dataset
Level of theory: ωB97M-V/def2-TZVPD

Calculated values
frontier orbital gap	3.5	eV
ΔE to the lowest compared entry with this formula, charge and spin	124.06	kcal/mol
E_HOMO	-4.500	eV

ORCA input file:
```
! RIJCOSX wB97M-V def2-TZVPD def2/J DEFGRID3
* xyz 0 1
O 0.829 -1.110 -0.949
H 0.324 -0.844 -1.721
H 0.230 -1.221 -0.207
H 1.383 -0.361 -0.715
C 3.959 2.696 3.193
C 2.921 1.560 2.726
C 1.956 1.182 3.892
C 0.817 2.091 4.165
C 0.077 2.525 2.915
C 0.957 2.861 1.670
N 2.125 1.973 1.577
O 2.851 2.115 0.324
C 1.396 4.360 1.812
C -0.014 2.717 0.489
C 3.706 0.235 2.405
H 3.625 3.369 3.984
H 4.407 3.268 2.381
H 4.871 2.245 3.583
H 2.562 1.229 4.797
H 1.614 0.148 3.836
H 1.133 2.985 4.703
H 0.170 1.601 4.892
H -0.351 3.459 3.278
H -0.856 2.064 2.589
H 0.605 5.110 1.822
H 1.983 4.651 0.941
H 2.014 4.605 2.675
H -0.346 1.684 0.384
H 0.436 3.037 -0.451
H -0.960 3.257 0.510
H 3.047 -0.620 2.257
H 4.272 0.011 3.310
H 4.330 0.428 1.532
C 1.107 -1.051 -7.225
O 0.281 0.115 -7.217
P -1.137 0.061 -6.535
O -1.089 -0.234 -5.076
O -1.907 -1.053 -7.380
C -1.890 -1.099 -8.783
O -1.916 1.438 -7.041
C -1.731 2.655 -6.328
H 1.430 -1.204 -8.254
H 0.546 -1.966 -7.035
H 1.935 -1.012 -6.517
H -1.259 -1.871 -9.223
H -1.578 -0.154 -9.227
H -2.904 -1.310 -9.121
H -1.023 2.629 -5.500
H -2.765 2.817 -6.024
H -1.481 3.458 -7.022
C -3.775 -2.179 4.604
O -3.727 -3.281 3.678
P -2.316 -3.759 3.056
O -1.686 -2.651 2.307
O -1.524 -4.412 4.302
C -0.103 -4.601 4.227
O -2.571 -5.080 2.187
C -3.386 -4.958 1.059
H -4.377 -1.427 4.094
H -2.798 -1.875 4.981
H -4.407 -2.357 5.474
H 0.386 -4.150 5.091
H 0.461 -4.287 3.349
H 0.136 -5.654 4.382
H -3.936 -5.872 0.836
H -2.903 -4.779 0.098
H -4.163 -4.204 1.183
*
```


- Which formula does entry 5 have?
  C15H39IN3O4